Entry 1:
The following is a quantum chemistry calculation of an isolated molecule of C9H9OP, from OMol25.

Last column: Mulliken charge in e.
Cartesian coordinates (Å):
H 0.0444 1.7996 1.5060  0.30
H 2.2271 -1.3126 3.3099  0.31
H -1.5739 1.8107 -2.6784  0.30
H -0.3068 -0.8060 -1.9463  0.25
H -0.7841 0.5681 -3.8927  0.27
H -0.0817 -2.0934 -0.2320  0.21
O -3.6988 1.3087 -0.1790  -0.45
C 1.4511 -1.0809 2.5977  -0.42
H 1.2891 -2.9706 1.5668  0.38
C 0.9791 -1.9359 1.6151  -0.75
C 1.2281 0.2924 2.5646  -0.56
C -0.2108 -0.0473 0.5477  0.34
H -0.9280 1.6089 -0.1320  0.39
C -0.8954 0.0546 -1.8415  -0.57
P -2.9434 0.0608 0.0265  0.38
C -1.1440 0.5245 -0.4460  0.47
C -1.1606 0.8436 -2.8765  -0.72
C 0.3615 0.7707 1.5705  -0.37
H 1.7656 0.9660 3.2715  0.33
C 0.0920 -1.3851 0.6272  -0.11

Calculated values
spin multiplicity = 1
E_tot = -20813.4498 eV
structure (SMILES) = C=C[C@@H](P=O)c1ccccc1
energy relative to the best compared isomer or geometry (same formula, charge and spin) = 0.132 eV
Kohn-Sham gap = 7.965 eV
HOMO = -0.318 hartree
maximum force = 3.36 eV Å⁻¹
total charge = 0



Entry 2:
The following is a quantum chemistry calculation of a structure of composition CB5CaF23O3S, from OMol25.

Last column: Mulliken charge in e.
Cartesian coordinates (Å):
F -1.8142 -2.5980 18.1126  -0.37
F -5.1556 3.6847 18.5932  -0.21
F -5.6648 0.1767 15.2462  -0.44
O -3.6534 1.3906 19.5029  -0.62
F -5.6774 -1.9988 20.5117  -0.40
B -0.5994 -1.1927 20.9020  0.52
F -4.7893 -3.6837 19.2400  -0.46
F -4.8365 2.2912 15.7372  -0.43
F -6.3057 1.2674 17.1370  -0.43
F -0.4250 -2.5777 21.2058  -0.45
B -5.1273 -2.2662 19.2600  0.52
B -0.5007 2.2273 18.2742  0.51
F 0.2902 3.0276 17.4612  -0.39
F -0.1342 -0.9483 19.6126  -0.33
C -5.0384 3.5432 19.9058  0.52
F -0.7613 -3.1526 16.0705  -0.43
O -4.2474 1.9069 21.9086  -0.72
Ca -2.2618 -0.1289 18.5817  2.18
B -5.2036 1.0584 16.2814  0.33
B -1.6581 -2.2797 16.7493  0.40
F -4.1355 0.5132 17.0423  -0.07
F -1.8717 2.3480 17.9696  -0.36
F -1.0955 -0.9922 16.8080  -0.31
O -5.9226 1.1292 20.2846  -0.67
F -4.0891 4.4098 20.3275  -0.27
F -0.4006 2.3520 19.6678  -0.43
F -6.0366 -1.9867 18.2615  -0.40
F -0.2551 0.8851 18.0179  -0.32
F -3.9328 -1.5261 19.0570  -0.02
F -6.2399 3.9313 20.3763  -0.27
F -2.9011 -2.2047 16.1724  -0.36
S -4.6519 1.7821 20.5045  0.99
F -1.9480 -0.9013 20.9284  -0.37
F 0.1806 -0.4451 21.7907  -0.42

Calculated values
spin multiplicity = 1
E_tot = -102371.2014 eV
Kohn-Sham gap = 7.829 eV
HOMO = 0.041 hartree
maximum force = 2.24 eV Å⁻¹
total charge = -4



Entry 3:
The following is a quantum chemistry calculation of the ion CBr3N2 with charge +1, from OMol25.

Last column: Mulliken charge in e.
Cartesian coordinates (Å):
Br 0.4715 0.1324 -1.5909  0.26
C 0.2907 0.1618 0.4530  0.35
Br -1.5590 0.8442 -2.8698  0.17
Br 0.6944 1.7524 1.5122  0.07
N 0.1172 -0.9669 0.9948  0.51
N -0.0148 -1.9240 1.5007  -0.36

Calculated values
spin multiplicity = 1
E_tot = -214131.7456 eV
energy relative to the best compared isomer or geometry (same formula, charge and spin) = 3.226 eV
Kohn-Sham gap (alpha / beta) = 6.027 / 5.641 eV
HOMO (alpha / beta) = -0.523 / -0.516 hartree
maximum force = 5.24 eV Å⁻¹
total charge = +1



Entry 4:
The following is a quantum chemistry calculation of a cluster of 2 separate species, CBr3NO in total, from OMol25.

Last column: Mulliken charge in e.
Cartesian coordinates (Å):
Br 2.0303 -0.1071 -0.0009  0.10
C -0.7553 0.8392 0.1933  0.00
Br 3.1568 -2.1106 -0.1552  -0.07
O -1.8788 -1.1977 0.0882  -0.54
N -1.5175 -0.0610 0.0425  0.51
Br -1.0356 2.6372 -0.1680  0.00

Calculated values
spin multiplicity = 1
E_tot = -214697.8076 eV
structure (SMILES) = [O-][N+]#CBr.BrBr
energy relative to the best compared isomer or geometry (same formula, charge and spin) = 0.493 eV
Kohn-Sham gap (alpha / beta) = 8.014 / 8.014 eV
HOMO (alpha / beta) = -0.363 / -0.363 hartree
maximum force = 2.34 eV Å⁻¹
total charge = 0



Entry 5:
The following is a quantum chemistry calculation of a cluster of 2 separate species, CBrCl2NO2 in total, from OMol25.

Last column: Mulliken charge in e.
Cartesian coordinates (Å):
N 0.1183 0.1950 1.4070  0.78
C -0.0123 -0.1617 -1.0799  0.20
Br -0.7374 -1.9131 -1.0539  0.02
Cl 1.5599 0.2259 -1.5279  -0.07
Cl -1.1311 1.2017 -1.3580  -0.10
O -0.7505 -0.4865 1.8220  -0.39
O 0.9530 0.9388 1.7907  -0.44

Calculated values
spin multiplicity = 1
E_tot = -101704.0128 eV
energy relative to the best compared isomer or geometry (same formula, charge and spin) = 1.672 eV
Kohn-Sham gap (alpha / beta) = 8.921 / 7.674 eV
HOMO (alpha / beta) = -0.360 / -0.320 hartree
maximum force = 2.37 eV Å⁻¹
total charge = 0



Entry 6:
The following is a quantum chemistry calculation of a structure of composition CBrCl2NO2, from OMol25.

Last column: Mulliken charge in e.
Cartesian coordinates (Å):
Br 1.1624 -0.8306 0.1533  0.02
N -1.3566 -1.1055 0.5127  0.85
O -1.6153 -0.0065 0.2505  -0.40
Cl 1.6378 1.3634 -1.8931  -0.13
C 0.7714 0.8280 -0.4445  0.22
Cl 1.1562 1.9302 0.7870  -0.09
O -1.7558 -2.1790 0.6340  -0.47

Calculated values
spin multiplicity = 1
E_tot = -101702.9383 eV
energy relative to the best compared isomer or geometry (same formula, charge and spin) = 2.746 eV
Kohn-Sham gap (alpha / beta) = 7.505 / 8.627 eV
HOMO (alpha / beta) = -0.331 / -0.339 hartree
maximum force = 3.39 eV Å⁻¹
total charge = 0



Entry 7:
The following is a quantum chemistry calculation of a structure of composition CBrClI2, from OMol25.

Last column: Mulliken charge in e.
Cartesian coordinates (Å):
Br 1.5884 -1.0002 -0.2618  0.03
C -0.1284 -0.1298 -0.1388  -0.36
I 0.7377 2.1064 0.8839  0.07
Cl -0.8022 0.1955 -1.6773  -0.01
I -1.3955 -1.1718 1.1939  0.26

Calculated values
spin multiplicity = 1
E_tot = -99801.5524 eV
energy relative to the best compared isomer or geometry (same formula, charge and spin) = 0.418 eV
Kohn-Sham gap = 7.378 eV
HOMO = -0.349 hartree
maximum force = 2.19 eV Å⁻¹
total charge = 0



Entry 8:
The following is a quantum chemistry calculation of a structure of composition CBrClS, from OMol25.

Last column: Mulliken charge in e.
Cartesian coordinates (Å):
Br -0.9772 -0.2658 -1.6526  -0.02
S -0.6729 -0.6069 1.2442  -0.03
Cl 1.5295 0.8025 -0.5036  -0.17
C -0.1402 0.0450 -0.1076  0.23

Calculated values
spin multiplicity = 3
E_tot = -94433.5812 eV
energy relative to the best compared isomer or geometry (same formula, charge and spin) = 0.000 eV
Kohn-Sham gap (alpha / beta) = 7.891 / 7.074 eV
HOMO (alpha / beta) = -0.274 / -0.386 hartree
expectation value of S² = 2.01
maximum force = 5.36 eV Å⁻¹
total charge = 0



Entry 9:
The following is a quantum chemistry calculation of an isolated molecule of CBrF2NO2, from OMol25.

Last column: Mulliken charge in e.
Cartesian coordinates (Å):
O -0.5677 1.4461 0.9671  -0.47
F 0.3496 -1.2138 1.1294  -0.15
N -0.7319 0.6696 0.0646  0.86
C 0.3782 -0.4743 0.0074  0.45
O -1.5635 0.6077 -0.8013  -0.48
Br 2.1226 0.2330 -0.2471  -0.02
F 0.0127 -1.2684 -1.1201  -0.19

Calculated values
spin multiplicity = 1
E_tot = -82095.8947 eV
structure (SMILES) = O=[N+]([O-])C(F)(F)Br
energy relative to the best compared isomer or geometry (same formula, charge and spin) = 0.155 eV
Kohn-Sham gap = 11.074 eV
HOMO = -0.432 hartree
maximum force = 3.29 eV Å⁻¹
total charge = 0



Entry 10:
The following is a quantum chemistry calculation of a cluster of 2 separate species, CBrFNO2 in total, from OMol25.

Last column: Mulliken charge in e.
Cartesian coordinates (Å):
C -0.9984 -1.5389 -0.0624  0.78
F -0.1102 1.4574 0.7658  -0.33
O -1.9741 -0.9419 -0.2299  -0.36
Br 1.7605 1.7891 -1.2423  -0.33
N 1.3620 1.4582 0.6110  -0.33
O -0.0398 -2.2239 0.1577  -0.44

Calculated values
spin multiplicity = 1
E_tot = -79380.6069 eV
energy relative to the best compared isomer or geometry (same formula, charge and spin) = 0.724 eV
Kohn-Sham gap = 5.578 eV
HOMO = -0.082 hartree
maximum force = 3.53 eV Å⁻¹
total charge = -1



Repeat the sixth record exactly.
The following is a quantum chemistry calculation of a structure of composition CBrCl2NO2, from OMol25.

Last column: Mulliken charge in e.
Cartesian coordinates (Å):
Br 1.1624 -0.8306 0.1533  0.02
N -1.3566 -1.1055 0.5127  0.85
O -1.6153 -0.0065 0.2505  -0.40
Cl 1.6378 1.3634 -1.8931  -0.13
C 0.7714 0.8280 -0.4445  0.22
Cl 1.1562 1.9302 0.7870  -0.09
O -1.7558 -2.1790 0.6340  -0.47

Calculated values
spin multiplicity = 1
E_tot = -101702.9383 eV
energy relative to the best compared isomer or geometry (same formula, charge and spin) = 2.746 eV
Kohn-Sham gap (alpha / beta) = 7.505 / 8.627 eV
HOMO (alpha / beta) = -0.331 / -0.339 hartree
maximum force = 3.39 eV Å⁻¹
total charge = 0



- Among the records above, which one has the lowest total charge?
  CB5CaF23O3S



- What is the formula in the seventh record?
  CBrClI2



- Look up the spin multiplicity of the eighth one.
  3